No. 1
DFT (ωB97M-V/def2-TZVPD) results for the ion C2H2N3OS with charge -1.

```
! wB97M-V def2-TZVPD RIJCOSX def2/J DEFGRID3
* xyz -1 1
C 0.65115 0.20057 0.53963
C -0.29806 0.07618 -1.79559
N 0.11245 -0.63326 1.34229
N 0.18544 0.71160 -0.61271
N -1.15723 -0.79656 1.52157
O -0.22429 0.72071 -2.86961
S -1.78856 -2.23756 1.92260
H 1.61019 0.52099 0.79394
H 0.90891 1.43734 -0.84211
*
```

Computed properties:
**Relative energy (zero: lowest compared OMol25 entry of this formula, charge and spin)**: 3.975 eV
**LUMO energy (spin up / spin down)**: 2.8509 / 2.8502 eV

No. 2
DFT (ωB97M-V/def2-TZVPD) results for a structure of composition C5H4InNOSSe4.

```
! wB97M-V def2-TZVPD RIJCOSX def2/J DEFGRID3
* xyz -1 2
In -1.71415 0.28567 1.56257
Se -4.02949 -0.94520 1.55974
Se -5.10153 0.70676 2.85440
Se -3.86761 2.45837 1.91183
Se -1.67957 2.50329 2.75067
O -1.28270 -0.07678 -0.45407
N 0.07484 -0.10912 -0.54379
C 0.52545 -0.13141 -1.86803
C 1.87800 -0.25431 -2.20832
C 2.78701 -0.63951 -1.28680
C 2.24381 -0.74741 -0.01522
C 0.94129 -0.50317 0.41436
S 0.46821 -0.86818 1.98149
H -0.29999 0.17365 -2.57622
H 2.26523 -0.06209 -3.35351
H 3.85056 -0.83303 -1.55103
H 2.94064 -0.95751 0.82192
*
```

Computed properties:
**LUMO energy (spin up / spin down)**: 2.3081 / 2.3075 eV

No. 3
DFT (ωB97M-V/def2-TZVPD) results for an isolated molecule of C3H7NO.

```
! wB97M-V def2-TZVPD RIJCOSX def2/J DEFGRID3
* xyz 0 1
C 0.94266 -0.88545 -0.71914
C 0.88691 -0.31127 0.75031
C -1.30825 0.54108 0.05358
H -0.05275 -1.30403 -0.89845
H 0.91323 0.03090 -1.48916
H 1.88811 -1.43837 -0.86134
H 0.36979 1.61156 0.83519
H -2.07879 -0.45137 0.40768
H -2.02767 1.44680 0.41047
H -1.04532 0.79094 -1.07591
N -0.13809 0.69591 0.96038
O 1.65017 -0.72670 1.62639
*
```

Computed properties:
**Relative energy (zero: lowest compared OMol25 entry of this formula, charge and spin)**: 2.574 eV
**LUMO energy**: 0.6745 eV

No. 4
DFT (ωB97M-V/def2-TZVPD) results for a cluster of 2 separate species, C5H14 in total.

```
! wB97M-V def2-TZVPD RIJCOSX def2/J DEFGRID3
* xyz 0 1
C 0.85326 -1.68118 -0.01965
C 1.51466 -2.19879 -1.29071
C -0.67629 -2.13422 -0.09997
H 1.27386 -2.00618 0.93591
H 0.71258 -0.60111 -0.01347
H 1.13121 -1.56133 -2.09836
H -1.07214 -2.70666 0.72755
H -1.30535 -1.23879 -0.06543
H -0.70746 -2.71453 -1.01902
H 2.60953 -2.23256 -1.26073
H 1.20967 -3.21682 -1.53849
C -1.20525 2.60079 1.28503
C -0.36819 3.22055 0.15401
H -0.68409 2.70112 2.23866
H -2.18249 3.08033 1.16234
H -1.38856 1.55076 1.07187
H -0.62702 4.21869 -0.24750
H -0.17648 2.49376 -0.62529
H 0.55653 3.64745 0.56188
*
```

Computed properties:
**Relative energy (zero: lowest compared OMol25 entry of this formula, charge and spin)**: 1.054 eV
**LUMO energy**: 1.0589 eV

No. 5
DFT (ωB97M-V/def2-TZVPD) results for an isolated molecule of C4H8N4.

```
! wB97M-V def2-TZVPD RIJCOSX def2/J DEFGRID3
* xyz 0 1
C 1.50768 -0.26072 -0.14552
C 0.58377 0.91942 -0.34848
C -0.29304 1.38192 0.79121
C -2.39992 -0.87542 -0.57076
H 0.21481 -1.23118 0.98006
H 1.75239 -1.93416 0.90346
H 2.66847 0.45459 -1.43251
H 0.88955 1.73721 -1.04612
H -0.66836 2.40361 1.02588
H -0.19401 0.79070 1.70079
H -2.71861 -0.20522 -1.34767
H -2.92691 -1.82015 -0.37089
N 1.22732 -1.07458 0.96499
N 2.58268 -0.37282 -0.83255
N -0.88590 0.71278 -0.34388
N -1.33991 -0.62598 0.07199
*
```

Computed properties:
**Relative energy (zero: lowest compared OMol25 entry of this formula, charge and spin)**: 2.844 eV
**LUMO energy**: 1.0502 eV

No. 6
DFT (ωB97M-V/def2-TZVPD) results for the ion C4H5ClNS with charge +1.

```
! wB97M-V def2-TZVPD RIJCOSX def2/J DEFGRID3
* xyz 1 1
C 0.95030 -0.51489 -0.53573
C 2.18342 -0.31959 -1.07364
C 1.51447 1.43991 0.31572
C -0.76445 0.60708 0.89562
N 0.54086 0.51669 0.25918
S 2.95013 1.09243 -0.43402
Cl 1.27155 2.89509 1.48167
H 0.37527 -1.36412 -0.76232
H 2.66935 -0.87538 -1.76576
H -1.67825 -0.01997 0.60712
H -0.63076 0.59713 1.98962
H -1.29074 1.46512 0.43469
*
```

Computed properties:
**Relative energy (zero: lowest compared OMol25 entry of this formula, charge and spin)**: 0.345 eV
**LUMO energy**: -4.7914 eV

No. 7
DFT (ωB97M-V/def2-TZVPD) results for a cluster of 7 separate species, C41H66NO13PS in total.

```
! wB97M-V def2-TZVPD RIJCOSX def2/J DEFGRID3
* xyz 0 1
C -6.01876 2.55068 1.33930
P -5.28496 1.60409 -0.04298
C -5.54916 -0.17657 0.27276
N -3.55502 1.88993 -0.20246
C -2.84592 2.16360 1.01323
C -2.28561 1.08163 1.69632
C -1.59592 1.28214 2.87837
C -1.43036 2.56289 3.39567
C -1.96187 3.63870 2.69637
C -2.67760 3.44959 1.52133
S -3.40444 4.80849 0.65203
C -3.22188 4.21678 -1.01250
C -2.99524 5.12787 -2.03915
C -2.82010 4.66873 -3.33200
C -2.87999 3.30736 -3.58532
C -3.09736 2.38455 -2.56684
C -3.10923 0.89059 -2.80453
C -2.10689 0.54723 -3.89460
C -1.64092 -0.99966 -3.96054
O -2.60865 -0.15854 -4.90487
C -3.30236 2.84642 -1.24350
H -6.96930 2.07630 1.57107
H -5.39458 2.64027 2.22942
H -6.22809 3.55611 0.99388
H -4.97655 -0.71143 -0.48183
H -5.17806 -0.51266 1.23363
H -6.58979 -0.45262 0.15245
H -2.43087 0.09331 1.28964
H -1.18803 0.43579 3.41286
H -0.88833 2.71316 4.31403
H -1.83197 4.64871 3.05949
H -2.94824 6.17405 -1.77565
H -2.62657 5.38857 -4.11162
H -2.74056 2.94664 -4.59313
H -4.07063 0.50371 -3.12838
H -2.73880 0.42585 -1.89989
H -1.32185 1.26558 -4.07189
H -2.13145 -1.14810 -2.96228
H -2.10528 -1.90894 -4.35331
O 4.15914 -2.16336 -7.19160
C 3.15521 -1.57577 -7.49458
O 2.38132 -1.07153 -6.52723
C 1.26189 -0.20295 -6.75030
C -0.01651 -0.95829 -7.05224
C 2.70802 -1.46452 -8.93242
H 1.49562 0.54070 -7.51391
H 1.15192 0.33622 -5.81241
H 0.04705 -1.52659 -7.98308
H -0.84873 -0.25991 -7.13223
H -0.23457 -1.66335 -6.25177
H 2.19259 -2.38289 -9.20964
H 3.59250 -1.35348 -9.55518
H 2.05935 -0.61490 -9.13052
O 4.67735 0.34345 -1.21705
C 4.73758 -0.72326 -1.78291
O 4.61495 -0.73545 -3.09906
C 4.81254 -1.89340 -3.92731
C 3.55712 -2.74089 -3.99248
C 4.85581 -2.01755 -1.01769
H 5.68617 -2.46109 -3.60211
H 5.04028 -1.50528 -4.91645
H 3.28288 -3.13111 -3.00986
H 3.69638 -3.58091 -4.67151
H 2.72320 -2.13844 -4.34633
H 3.86707 -2.31024 -0.66734
H 5.49281 -1.84881 -0.15301
H 5.29146 -2.83100 -1.59189
O -5.38973 -2.68327 1.95295
C -4.96117 -3.16062 2.97648
O -4.74454 -2.35267 4.02961
C -4.37716 -2.84361 5.33423
C -2.89505 -3.08655 5.47941
C -4.58184 -4.62009 3.06842
H -4.96456 -3.72945 5.58026
H -4.68783 -2.05813 6.02095
H -2.54500 -3.85591 4.79023
H -2.65158 -3.40049 6.48994
H -2.33955 -2.17563 5.25398
H -3.58607 -4.74886 2.64715
H -5.29261 -5.19166 2.47648
H -4.59839 -5.02361 4.07750
O 3.61950 -1.51462 2.19297
C 3.76385 -0.34906 2.47039
O 4.20182 -0.03260 3.71164
C 4.56703 1.29665 4.09143
C 3.36514 2.11187 4.52357
C 3.40290 0.74444 1.50995
H 5.13308 1.78289 3.29636
H 5.24892 1.17430 4.93174
H 2.65112 2.23608 3.70937
H 3.67629 3.10044 4.86207
H 2.84392 1.60961 5.33946
H 2.32762 0.92150 1.57122
H 3.66044 0.41047 0.50839
H 3.93024 1.68033 1.67975
O -0.72380 -4.21215 7.46952
C 0.37339 -3.76664 7.31060
O 0.50155 -2.60470 6.65902
C 1.74089 -1.90774 6.54366
C 2.55915 -2.41932 5.38550
C 1.60780 -4.51798 7.74906
H 2.28785 -1.93272 7.48763
H 1.46574 -0.86821 6.37033
H 2.83229 -3.46671 5.51651
H 3.47539 -1.83929 5.27138
H 1.98367 -2.34657 4.46497
H 1.85369 -5.25833 6.98939
H 1.37831 -5.02997 8.68032
H 2.47489 -3.88760 7.92862
O 1.90442 1.98215 -4.69503
C 1.88832 2.34365 -3.54930
O 0.70581 2.70617 -3.01397
C 0.50789 2.99686 -1.62629
C 0.84866 4.43255 -1.29017
C 3.14894 2.47062 -2.73268
H 1.04395 2.28476 -0.99574
H -0.55540 2.82603 -1.45752
H 1.90378 4.64669 -1.46563
H 0.62256 4.64140 -0.24359
H 0.26976 5.11091 -1.91743
H 3.62147 3.42395 -2.96869
H 3.81993 1.66196 -3.01017
H 2.99309 2.40224 -1.65863
*
```

Computed properties:
**LUMO energy**: 0.3347 eV

No. 8
DFT (ωB97M-V/def2-TZVPD) results for a structure of composition C44H28AsF6N10O2Ta.

```
! wB97M-V def2-TZVPD RIJCOSX def2/J DEFGRID3
* xyz 1 2
Ta 0.10042 -0.17774 -0.31663
C -1.04250 -3.47685 -6.18098
C -0.49260 -2.31673 -6.73161
C -0.13222 -1.24711 -5.92830
C -0.34992 -1.37991 -4.56605
C -0.10984 -0.47295 -3.46768
N 0.39536 0.73095 -3.69384
C 0.49339 1.67814 -2.81981
C 1.00425 3.00048 -3.16859
C 1.50837 3.51392 -4.34751
C 1.86878 4.85617 -4.35202
C 1.72448 5.64780 -3.21525
C 1.21084 5.12592 -2.03321
C 0.85802 3.79193 -2.03394
C 0.26675 2.93955 -1.00549
N -0.05606 3.41480 0.14922
C -0.71292 2.67510 1.05743
N -1.04788 1.40671 0.95997
C -1.64528 0.98234 2.21292
N -1.86518 -1.15799 2.42847
C -1.65807 -2.16487 1.49746
N -1.16544 -1.94720 0.27748
C -1.38535 -3.11560 -0.45695
N -1.32430 -3.24147 -1.75639
C -0.94330 -2.31547 -2.58420
N -0.47664 -1.03408 -2.28075
C -0.89267 -2.53892 -4.01328
C -1.24741 -3.60979 -4.81557
C -1.91565 -4.13275 0.41856
C -2.25725 -5.46304 0.23108
C -2.77503 -6.14766 1.31955
C -2.95029 -5.53119 2.56382
C -2.62310 -4.20130 2.75292
C -2.10634 -3.50991 1.66196
C -1.79618 2.22064 3.02346
C -2.39782 2.46399 4.24178
C -2.35006 3.76317 4.73912
C -1.71168 4.78421 4.04196
C -1.11393 4.53913 2.81406
C -1.17672 3.24895 2.31886
N 0.09445 1.65888 -1.49357
H -1.31263 -4.29069 -6.84068
H -0.34305 -2.25734 -7.80106
H 0.31070 -0.34583 -6.32915
H 1.61617 2.88652 -5.22192
H 2.26250 5.29859 -5.25719
H 2.01202 6.68972 -3.25498
H 1.09056 5.73075 -1.14480
H -1.66554 -4.51137 -4.38920
H -2.10594 -5.94715 -0.72413
H -3.04786 -7.18875 1.20809
H -3.34900 -6.10748 3.38756
H -2.74720 -3.70988 3.70900
H -2.89189 1.68157 4.80384
H -2.81899 3.98290 5.68937
H -1.69631 5.78299 4.45650
H -0.61928 5.32441 2.25807
C -4.96177 -0.01356 0.68861
C -3.46561 -0.03737 0.69648
O -2.81156 -0.04885 -0.32466
C -2.79921 -0.03641 2.06824
C -0.74819 -0.23067 2.74331
C -0.40418 -0.22910 4.21483
N 0.35202 -0.37733 1.87129
N 1.55343 -0.01273 2.34688
C 2.32769 0.43574 1.41200
O 1.77576 0.61738 0.21015
C 3.73922 0.72392 1.66372
C 4.30970 0.41892 2.90043
C 5.65657 0.65035 3.11124
C 6.44142 1.18281 2.09661
C 5.87886 1.48360 0.86515
C 4.53156 1.25594 0.64671
H -5.33691 0.77313 1.34535
H -5.32617 -0.96808 1.07985
H -5.33362 0.12979 -0.32271
H -3.54644 0.06748 2.85399
H -1.32289 -0.23565 4.79855
H 0.19211 0.64646 4.46257
H 0.17312 -1.12343 4.44766
H 3.68547 -0.00529 3.67376
H 6.09963 0.40173 4.06657
H 7.49483 1.35908 2.27187
H 6.49635 1.88317 0.07154
H 4.08565 1.46655 -0.31662
F 2.17125 -0.82603 -1.81106
As 2.75820 -2.39923 -1.11724
F 1.51151 -2.10037 0.21676
F 1.45805 -3.12660 -1.98618
F 3.14502 -3.86934 -0.34381
F 3.83665 -2.61045 -2.41510
F 3.88477 -1.52478 -0.18455
*
```

Computed properties:
**Relative energy (zero: lowest compared OMol25 entry of this formula, charge and spin)**: 3.785 eV
**LUMO energy (spin up / spin down)**: -4.8103 / -5.1748 eV

No. 9
DFT (ωB97M-V/def2-TZVPD) results for the ion C6H7N2O2 with charge +1.

```
! wB97M-V def2-TZVPD RIJCOSX def2/J DEFGRID3
* xyz 1 3
C 0.00030 -0.46446 -0.18059
C 1.21762 0.11603 -0.00376
C -0.79507 0.65243 0.05084
C -3.02397 1.47295 0.52165
C -2.79819 -0.61275 -0.59492
C 2.64269 -0.35092 -0.09031
N -0.14575 1.77005 0.29820
N -2.19915 0.62152 -0.03555
O -3.89144 -0.79788 -0.21167
O 1.09772 1.43472 0.26883
H -0.19071 -1.46384 -0.09859
H -4.13084 1.25606 0.52578
H -2.66918 2.21176 1.12522
H -2.13297 -1.02219 -1.50462
H 2.74320 -1.42630 -0.45569
H 2.99762 0.39037 -0.83300
H 3.17870 -0.16356 0.82740
*
```

Computed properties:
**Relative energy (zero: lowest compared OMol25 entry of this formula, charge and spin)**: 1.758 eV
**LUMO energy (spin up / spin down)**: -4.5490 / -8.7774 eV

No. 10
DFT (ωB97M-V/def2-TZVPD) results for an isolated molecule of C8H18N2.

```
! wB97M-V def2-TZVPD RIJCOSX def2/J DEFGRID3
* xyz 0 1
C 1.20889 -0.64888 0.15785
C 0.75562 0.57095 0.95460
C 1.53933 -1.86944 0.99164
C 2.25890 -0.34360 -0.89119
C -2.16007 -0.32254 1.22762
C -0.07509 2.26148 -0.79384
C -1.52774 0.33174 -0.00217
C -0.42990 1.22943 0.24170
N -0.26104 -1.11162 -0.72276
N -2.54535 0.78880 -0.88264
H -0.83410 -1.91110 -0.44224
H -0.19091 -0.69380 -1.64751
H -3.25806 0.08799 -1.05718
H -2.18636 1.20093 -1.73575
H 1.57417 1.29565 1.03488
H 0.47469 0.26972 1.97091
H 2.39259 -1.64232 1.64440
H 0.70856 -2.14981 1.64341
H 3.24390 -0.25868 -0.41416
H 2.07301 0.60945 -1.39125
H 2.32962 -1.13328 -1.64556
H 1.80901 -2.73084 0.37420
H -2.64814 0.43352 1.84400
H -2.90873 -1.06817 0.93627
H -1.41546 -0.83814 1.83510
H 0.71310 2.92218 -0.41908
H 0.30220 1.84629 -1.75026
H -0.94262 2.87410 -1.06097
*
```

Computed properties:
**Relative energy (zero: lowest compared OMol25 entry of this formula, charge and spin)**: 3.223 eV
**LUMO energy**: 0.8246 eV

No. 11
DFT (ωB97M-V/def2-TZVPD) results for a structure of composition C12H13NO4ReS4Sb.

```
! wB97M-V def2-TZVPD RIJCOSX def2/J DEFGRID3
* xyz 0 1
Re -1.26865 0.05216 -0.96849
O -0.88233 -3.75280 0.57028
C -0.98927 -2.56730 0.39604
O -1.29499 -1.98544 -0.73738
C -0.77063 -1.55389 1.48743
C -0.56310 -1.82633 2.82268
C -0.51034 -0.76338 3.71516
C -0.70050 0.53044 3.25705
C -0.90084 0.73045 1.90495
N -0.89468 -0.29546 1.05201
C -1.17464 2.04764 1.22639
O -1.14133 3.09892 1.81521
O -1.34505 1.88679 -0.05816
H -0.46672 -2.85671 3.13392
H -0.35024 -0.94704 4.76872
H -0.70436 1.39006 3.91189
S -5.64368 -1.42507 -3.87213
Sb -4.12738 -2.08335 -2.43623
S -1.99573 -0.54209 -3.24415
S -2.90393 1.06779 -2.34206
S -3.93874 0.07673 -0.84234
C 2.78706 -0.59700 -1.36840
C 1.87595 0.58911 -1.02768
C 1.91791 0.85099 0.47422
C 2.38276 1.84551 -1.75788
C 0.51113 0.28300 -1.59712
H 3.79815 -0.40691 -1.00192
H 2.84250 -0.75448 -2.44634
H 2.42854 -1.51895 -0.90717
H 2.93667 1.10742 0.77212
H 1.62307 -0.02617 1.05286
H 1.28075 1.69180 0.74715
H 3.39837 2.08410 -1.43486
H 1.74534 2.70407 -1.54194
H 2.39821 1.69350 -2.83817
H 0.64074 0.17189 -2.68567
*
```

Computed properties:
**Relative energy (zero: lowest compared OMol25 entry of this formula, charge and spin)**: 0.697 eV
**LUMO energy**: -1.5294 eV

No. 12
DFT (ωB97M-V/def2-TZVPD) results for an isolated molecule of C2H5N3OS.

```
! wB97M-V def2-TZVPD RIJCOSX def2/J DEFGRID3
* xyz 0 1
C -0.46837 -0.40840 -0.07252
C 0.02297 1.04329 -0.25350
N -1.54132 -0.95149 -0.28219
N 0.76022 -1.28688 0.49696
N 1.26705 1.18969 0.46909
O 2.56809 -0.25849 -1.10995
S 2.22496 -0.24942 0.28852
H 0.31543 1.08477 -1.32640
H -0.73741 1.75981 0.20743
H -1.56673 -1.94976 0.06645
H 0.95584 -1.95194 -0.15162
H 1.09204 1.01843 1.48830
*
```

Computed properties:
**Relative energy (zero: lowest compared OMol25 entry of this formula, charge and spin)**: 2.900 eV
**LUMO energy**: 0.7338 eV

Taking the records one at a time from the top gives energy values of -715.017644; -10517.030637; -248.431915; -198.850440; -376.143932; -1068.250500; -3374.155101; -5283.643008; -492.337222; -425.012470; -2732.152027; -716.834149 Ha.
Taking the records one at a time from the top gives maximum force values of 0.071; 0.084; 0.084; 0.045; 0.028; 0.095; 0.051; 0.066; 0.149; 0.100; 0.013; 0.106 Eh/bohr.